Below is a 2-piece molecular cluster, C6H12BrNO2 overall at a distorted geometry, with properties calculated with ωB97M-V/def2-TZVPD.

Computed properties:
- LUMO (eV) = 0.0
- gap between HOMO and LUMO (Ha) = 0.3449

Each line ends with the Mulliken charge.
Geometry (Å):
C (0.67, -1.70, 1.36)  -0.99
C (0.61, 1.56, -0.05)  -1.67
C (-0.73, 1.09, -2.05)  -1.25
C (-0.71, -1.08, 1.53)  -0.37
C (0.05, 0.48, -0.97)  0.32
C (-1.35, -0.55, 0.27)  -0.28
N (-1.71, -1.65, -0.68)  1.08
O (-2.40, -1.32, -1.60)  -0.63
O (-1.24, -2.81, -0.60)  -0.65
Br (-2.83, 0.65, 0.40)  -0.04
H (1.12, -2.12, 2.33)  0.35
H (0.53, -2.57, 0.75)  0.32
H (1.47, -0.90, 1.06)  0.14
H (0.12, 2.25, 0.47)  0.46
H (1.55, 1.15, 0.36)  0.30
H (0.95, 2.19, -0.83)  0.56
H (-0.20, 1.20, -3.00)  0.40
H (-1.61, 0.27, -2.33)  0.26
H (-1.16, 2.01, -1.76)  0.43
H (-0.54, -0.05, 2.13)  0.25
H (-1.42, -1.73, 2.09)  0.39
H (0.60, -0.42, -1.14)  0.61

---

Below is a single C6H12BrNO4 molecule at a distorted geometry, with properties calculated with ωB97M-V/def2-TZVPD.

Computed properties:
- SMILES = CCOC(OCC)O/[N+]([O-])=C\Br
- LUMO (eV) = 0.5
- gap between HOMO and LUMO (Ha) = 0.3415

Each line ends with the Mulliken charge.
Geometry (Å):
C (-0.83, 2.68, 0.32)  -0.88
C (1.77, -2.21, 0.25)  -0.93
C (-1.77, 1.52, 0.58)  -0.33
C (1.62, -0.70, -0.01)  -0.39
C (-2.88, -2.87, 1.68)  -0.32
C (-0.69, -0.55, -0.09)  -0.11
N (-2.06, -2.52, 0.72)  0.60
O (-2.17, -2.89, -0.50)  -0.64
O (-1.37, -1.33, 0.93)  -0.09
O (-1.52, 0.47, -0.42)  -0.38
O (0.47, -0.12, 0.47)  -0.33
Br (-2.80, -2.11, 3.34)  -0.07
H (-1.27, 2.98, -0.71)  0.26
H (-1.10, 3.43, 1.16)  0.26
H (0.13, 2.33, 0.41)  0.29
H (2.05, -2.43, 1.25)  0.30
H (0.80, -2.76, 0.03)  0.21
H (2.41, -2.68, -0.56)  0.34
H (-2.84, 1.77, 0.42)  0.33
H (-1.62, 0.98, 1.56)  0.31
H (1.65, -0.56, -1.11)  0.39
H (2.41, -0.34, 0.54)  0.33
H (-3.45, -3.83, 1.50)  0.38
H (-0.69, -1.00, -1.10)  0.45

---

Below is an isolated ion of composition C6H12Cl2NO2 and charge +1 at a distorted geometry, with properties calculated with ωB97M-V/def2-TZVPD.

Computed properties:
- LUMO (eV) = -3.0
- total charge = +1
- gap between HOMO and LUMO (Ha) = 0.3919

Each line ends with the Mulliken charge.
Geometry (Å):
C (0.13, -1.19, 1.05)  -1.10
C (-1.26, -0.51, 0.61)  -0.68
C (0.00, 1.04, -0.96)  -0.85
C (1.35, -1.10, 0.20)  0.30
C (1.74, 0.36, -0.04)  0.24
C (-2.26, 1.37, -0.40)  -0.79
N (-1.07, 0.83, 0.08)  0.18
O (2.33, -1.64, 0.90)  -0.49
O (1.11, -1.65, -1.12)  -0.53
Cl (3.01, 0.58, -1.10)  -0.05
Cl (1.72, 1.47, 1.33)  -0.13
H (0.32, -0.81, 2.04)  0.53
H (-0.26, -2.27, 1.20)  0.37
H (-1.72, -1.12, -0.19)  0.45
H (-1.87, -0.49, 1.58)  0.31
H (0.32, 2.09, -1.09)  0.48
H (-0.08, 0.41, -1.85)  0.40
H (-2.69, 0.64, -1.28)  0.32
H (-3.08, 1.24, 0.27)  0.37
H (-2.14, 2.33, -0.89)  0.36
H (-0.69, 1.37, 0.92)  0.35
H (3.19, -1.51, 0.46)  0.46
H (1.89, -1.45, -1.74)  0.47

---

Below is a 3-piece molecular cluster, C6H12Cl6 overall, with properties calculated with ωB97M-V/def2-TZVPD.

Computed properties:
- SMILES = ClCCCl.ClCCCl.ClCCCl
- LUMO (eV) = 0.6
- gap between HOMO and LUMO (Ha) = 0.4173

Each line ends with the Mulliken charge.
Geometry (Å):
Cl (4.30, -4.57, -2.82)  -0.18
C (2.69, -4.21, -2.17)  -0.46
C (2.11, -2.95, -2.74)  -0.40
Cl (3.00, -1.50, -2.21)  -0.19
H (2.77, -4.16, -1.08)  0.32
H (2.05, -5.06, -2.42)  0.30
H (1.08, -2.81, -2.44)  0.28
H (2.12, -2.97, -3.83)  0.33
Cl (-0.94, 2.26, -3.15)  -0.22
C (-0.20, 2.36, -1.53)  -0.23
C (0.38, 1.02, -1.18)  -0.37
Cl (1.29, 1.15, 0.38)  -0.19
H (-0.98, 2.64, -0.83)  0.08
H (0.57, 3.12, -1.56)  0.35
H (1.09, 0.66, -1.91)  0.29
H (-0.39, 0.27, -1.01)  0.29
Cl (-3.71, 3.43, 4.69)  -0.18
C (-2.49, 2.13, 4.51)  -0.44
C (-2.70, 1.35, 3.24)  -0.45
Cl (-2.01, 2.17, 1.83)  -0.14
H (-2.56, 1.49, 5.38)  0.30
H (-1.52, 2.63, 4.48)  0.31
H (-3.75, 1.15, 3.06)  0.33
H (-2.21, 0.38, 3.32)  0.27

---

Below is a 2-piece molecular cluster, C6H12ClN overall at a distorted geometry, with properties calculated with ωB97M-V/def2-TZVPD.

Computed properties:
- LUMO (spin up / spin down) (eV) = -0.1 / 0.3
- gap between HOMO and LUMO (spin up / spin down) (Ha) = 0.3209 / 0.3277

Each line ends with the Mulliken charge.
Geometry (Å):
C (3.00, -0.45, 0.24)  -0.47
C (1.87, -0.16, 0.84)  0.14
C (-0.04, 1.03, -1.49)  -1.37
C (-1.84, 0.93, 0.11)  -1.06
C (-0.65, -1.57, 0.97)  -0.91
C (-0.98, 0.10, -0.90)  0.50
N (-0.26, -1.12, -0.33)  -0.34
Cl (1.28, 0.28, 2.34)  -0.13
H (4.04, -0.31, 0.68)  0.25
H (3.00, -0.74, -0.84)  0.23
H (0.42, 1.71, -0.72)  0.27
H (0.71, 0.40, -2.02)  0.29
H (-0.65, 1.75, -2.17)  0.42
H (-1.10, 0.94, 0.96)  0.21
H (-2.75, 0.50, 0.49)  0.31
H (-2.02, 2.02, -0.17)  0.29
H (-0.80, -0.69, 1.64)  0.36
H (-1.73, -1.91, 0.88)  0.30
H (0.06, -2.41, 1.19)  0.30
H (-1.56, -0.28, -1.70)  0.42

---

Below is C6H12EuO4 as an isolated structure at a distorted geometry, with properties calculated with ωB97M-V/def2-TZVPD.

Computed properties:
- 2S+1 = 8
- <S²> = 15.76
- LUMO (spin up / spin down) (eV) = -8.6 / -8.6
- total charge = +2
- gap between HOMO and LUMO (spin up / spin down) (Ha) = 0.2838 / 0.3839

Each line ends with the Löwdin spin population.
Geometry (Å):
O (-0.98, -1.62, 0.50)  -0.02
C (0.02, -2.18, -0.35)  0.00
C (1.16, -1.19, -0.55)  0.00
O (1.47, -0.60, 0.72)  -0.01
C (2.64, 0.21, 0.71)  0.00
Eu (-0.34, -0.27, 1.97)  7.03
H (-0.43, -2.44, -1.32)  0.00
H (0.39, -3.09, 0.14)  0.00
H (0.89, -0.39, -1.25)  0.00
H (2.05, -1.71, -0.93)  0.00
H (2.82, 0.54, 1.74)  0.00
H (3.49, -0.39, 0.37)  0.00
H (2.49, 1.08, 0.05)  0.00
C (-0.79, 2.51, 0.28)  0.00
O (-1.21, 1.17, 0.54)  -0.01
C (-1.96, 0.57, -0.52)  0.00
C (-2.30, -0.84, -0.13)  0.00
O (-3.17, -1.64, -0.51)  0.00
H (-0.26, 2.87, 1.18)  0.00
H (-0.10, 2.52, -0.58)  0.00
H (-1.66, 3.13, 0.07)  0.00
H (-1.35, 0.60, -1.44)  0.00
H (-2.88, 1.14, -0.68)  0.00

---

Below is C6H12F6O14S3Zn as an isolated structure at a distorted geometry, with properties calculated with ωB97M-V/def2-TZVPD.

Computed properties:
- LUMO (eV) = 3.7
- total charge = -2
- gap between HOMO and LUMO (Ha) = 0.2243

Each line ends with the Mulliken charge.
Geometry (Å):
Zn (-28.91, -10.80, 23.87)  1.68
S (-28.41, -8.89, 22.14)  1.31
O (-29.22, -8.42, 21.01)  -0.79
O (-29.10, -8.90, 23.45)  -0.58
O (-28.05, -10.34, 22.11)  -0.78
O (-27.21, -8.07, 22.19)  -0.72
C (-25.86, -9.80, 27.11)  0.51
F (-24.59, -9.67, 27.51)  -0.23
F (-26.41, -10.84, 27.73)  -0.22
F (-26.54, -8.70, 27.43)  -0.24
S (-25.85, -10.00, 25.25)  1.18
O (-24.78, -10.99, 25.02)  -0.94
O (-27.21, -10.45, 24.90)  -0.81
O (-25.55, -8.68, 24.73)  -0.69
C (-29.40, -15.16, 23.78)  0.60
F (-29.38, -16.36, 24.33)  -0.22
F (-29.11, -15.17, 22.47)  -0.21
F (-30.63, -14.62, 23.89)  -0.25
S (-28.22, -14.01, 24.73)  0.85
O (-28.43, -12.74, 24.03)  -0.55
O (-28.69, -13.97, 26.11)  -0.73
O (-26.92, -14.59, 24.57)  -0.66
C (-31.35, -10.33, 25.02)  -0.68
C (-31.81, -11.21, 23.84)  -0.35
O (-30.73, -11.42, 22.90)  -0.21
O (-30.10, -10.75, 25.63)  -0.30
H (-32.18, -10.33, 25.73)  0.47
H (-31.19, -9.34, 24.59)  0.33
H (-32.55, -10.70, 23.22)  0.38
H (-32.19, -12.17, 24.18)  0.28
H (-31.09, -11.89, 22.15)  0.19
H (-30.36, -11.36, 26.33)  0.26
C (-24.40, -13.05, 22.41)  -0.44
C (-25.78, -12.51, 22.13)  0.74
O (-25.98, -11.56, 21.10)  -0.67
O (-23.51, -12.07, 22.95)  -0.62
H (-23.83, -13.43, 21.55)  0.30
H (-24.50, -13.87, 23.13)  0.19
H (-26.14, -12.05, 23.05)  -0.54
H (-26.47, -13.33, 21.88)  0.05
H (-26.69, -10.95, 21.44)  0.57
H (-23.94, -11.61, 23.73)  0.52

---

Below is an isolated ion of composition C6H12IN5 and charge +2 at a distorted geometry, with properties calculated with ωB97M-V/def2-TZVPD.

Computed properties:
- LUMO (spin up / spin down) (eV) = -8.6 / -7.7
- total charge = +2
- gap between HOMO and LUMO (spin up / spin down) (Ha) = 0.2133 / 0.2766

Each line ends with the Mulliken charge.
Geometry (Å):
C (-0.92, 0.67, 1.29)  -0.38
C (-0.85, 1.66, -3.24)  0.03
C (2.07, -1.29, 1.69)  0.75
C (-1.81, 1.24, 0.28)  -0.42
C (-0.80, 1.59, -1.86)  0.00
C (1.50, -0.10, 1.05)  -0.29
N (0.27, 0.30, 1.12)  -0.14
N (-1.88, 1.07, -3.90)  -0.51
N (3.38, -1.54, 1.53)  -0.36
N (1.42, -2.16, 2.40)  -0.35
N (-1.60, 0.89, -1.09)  -0.13
I (0.70, 2.57, -4.30)  0.34
H (-1.31, 0.87, 2.21)  0.49
H (-2.85, 1.00, 0.61)  0.38
H (-1.42, 2.24, 0.58)  0.31
H (-0.01, 2.30, -1.43)  0.28
H (2.27, 0.50, 0.49)  0.25
H (-1.78, 1.21, -5.00)  0.30
H (3.91, -1.02, 0.86)  0.20
H (3.89, -2.10, 2.15)  0.22
H (0.41, -2.26, 2.23)  0.22
H (1.69, -2.98, 2.92)  0.24
H (-2.16, 0.26, -1.76)  0.31
H (-2.82, 1.06, -3.41)  0.27

---

Below is C6H12IrN2PS as an isolated structure at a distorted geometry, with properties calculated with ωB97M-V/def2-TZVPD.

Computed properties:
- 2S+1 = 6
- <S²> = 8.76
- LUMO (spin up / spin down) (eV) = -3.0 / -6.1
- total charge = +1
- gap between HOMO and LUMO (spin up / spin down) (Ha) = 0.2060 / 0.2393

Each line ends with the Löwdin spin population.
Geometry (Å):
C (-1.66, -0.30, -1.68)  0.51
C (-2.72, 0.58, -1.83)  0.28
C (-3.15, 1.45, -0.84)  0.34
C (-2.54, 1.77, 0.37)  0.27
C (-1.30, 1.32, 0.79)  0.60
Ir (-0.54, -0.21, -0.10)  1.99
P (1.11, -0.77, -1.61)  0.28
H (-1.49, -0.99, -2.53)  0.03
H (-3.32, 0.58, -2.75)  0.01
H (-4.10, 1.95, -1.02)  0.01
H (-0.87, 1.73, 1.73)  0.05
H (-3.11, 2.45, 1.02)  0.01
H (2.25, 0.10, -1.73)  0.06
H (0.70, -0.86, -2.97)  0.01
H (1.54, -2.14, -1.46)  0.03
N (2.22, -0.36, 2.87)  0.03
C (2.01, -0.99, 1.71)  0.09
N (3.09, -1.23, 0.95)  0.02
S (0.44, -1.67, 1.37)  0.34
H (3.10, 0.11, 3.09)  0.00
H (1.42, -0.20, 3.47)  0.00
H (2.97, -1.65, 0.04)  0.00
H (3.94, -0.65, 1.12)  0.00

---

Below is an isolated ion of composition C6H12N and charge +1 at a distorted geometry, with properties calculated with ωB97M-V/def2-TZVPD.

Computed properties:
- LUMO (spin up / spin down) (eV) = -4.0 / -5.0
- total charge = +1
- gap between HOMO and LUMO (spin up / spin down) (Ha) = 0.3471 / 0.2760

Each line ends with the Mulliken charge.
Geometry (Å):
C (1.80, -1.39, 0.25)  0.01
C (1.30, -2.50, -0.18)  -0.52
C (1.51, 0.07, 0.61)  -0.93
C (0.02, 0.50, 0.51)  0.16
C (-1.00, 0.01, 1.52)  -1.07
C (-1.10, 1.79, -1.26)  -0.86
N (-0.43, 0.52, -0.85)  -0.19
H (0.25, -2.74, -0.49)  0.21
H (2.06, -3.39, -0.33)  0.23
H (1.71, 0.32, 1.70)  0.41
H (2.17, 0.61, 0.01)  0.49
H (-0.47, 0.05, 2.50)  0.35
H (-1.35, -0.89, 1.21)  0.38
H (-1.76, 0.85, 1.51)  0.34
H (-2.10, 1.73, -0.84)  0.37
H (-0.63, 2.61, -0.87)  0.39
H (-1.30, 1.84, -2.43)  0.32
H (0.50, 0.27, -1.35)  0.45
H (-1.18, -0.26, -1.25)  0.46

---

Below is a 2-piece molecular cluster, C6H12N overall at a distorted geometry, with properties calculated with ωB97M-V/def2-TZVPD.

Computed properties:
- LUMO (spin up / spin down) (eV) = -6.0 / -4.7
- total charge = +1
- gap between HOMO and LUMO (spin up / spin down) (Ha) = 0.2667 / 0.3291

Each line ends with the Mulliken charge.
Geometry (Å):
C (-0.61, -1.18, -2.45)  -0.23
C (-0.34, -0.21, -0.19)  -0.15
C (-1.54, -2.02, 1.27)  -0.74
C (1.54, 0.45, 1.21)  -1.40
C (0.42, 2.07, -0.46)  -1.41
C (0.19, 0.90, 0.52)  0.73
N (-0.50, -0.63, -1.35)  0.03
H (-1.63, -1.00, -2.90)  0.28
H (0.26, -1.79, -2.81)  0.29
H (-0.56, -1.82, 1.73)  0.29
H (-1.64, -3.05, 0.78)  0.34
H (-2.24, -1.22, 1.45)  0.38
H (2.00, 1.31, 1.60)  0.43
H (1.41, -0.34, 1.87)  0.36
H (2.34, 0.27, 0.53)  0.42
H (0.84, 1.81, -1.38)  0.40
H (1.11, 2.85, -0.03)  0.33
H (-0.57, 2.42, -0.74)  0.39
H (-0.50, 1.17, 1.36)  0.25

---

Below is a 2-piece molecular cluster, C6H12N overall at a distorted geometry, with properties calculated with ωB97M-V/def2-TZVPD.

Computed properties:
- LUMO (eV) = -4.9
- total charge = +1
- gap between HOMO and LUMO (Ha) = 0.3413

Each line ends with the Mulliken charge.
Geometry (Å):
C (0.77, -1.16, -0.19)  0.33
C (1.27, -2.26, 0.32)  -0.89
C (-0.10, -0.17, -0.60)  0.67
C (0.12, 2.07, 2.17)  -0.73
C (-1.35, 0.30, -1.07)  -1.04
C (2.13, 1.04, -1.24)  -0.71
N (1.14, 0.13, -0.81)  0.06
H (2.32, -2.38, 0.55)  0.24
H (0.67, -3.09, 0.63)  0.28
H (1.22, 2.00, 2.43)  0.26
H (-0.22, 1.57, 1.27)  -0.16
H (-0.18, 3.15, 2.06)  0.29
H (-1.67, -0.35, -1.88)  0.34
H (-1.28, 1.35, -1.28)  0.36
H (-2.27, 0.35, -0.38)  0.35
H (1.96, 1.32, -2.25)  0.33
H (1.99, 1.94, -0.52)  0.31
H (3.16, 0.76, -1.11)  0.34
H (-0.32, 1.60, 2.93)  0.38

---

DFT total energy for the records above, in order: -3014.85207 -3165.33912 -1361.09804 -2996.97486 -750.54855 -1246.42785 -4862.43932 -806.58923 -1188.69732 -290.10697 -290.11920 -290.16683 Ha
Relative energy (zero: lowest compared OMol25 entry of this formula, charge and spin) for the records above, in order: 120.5 20.1 0.0 3.9 140.8 0.0 18.3 0.0 0.9 134.9 127.2 97.3 kcal/mol